ORCA calculation (ωB97M-V/def2-TZVPD) on an isolated molecule of C19H24N2.

Geometry (Å):
C  -1.6550  -0.0626  -5.6388
N  -0.4710  -0.6270  -5.0303
C  -0.2487  -1.9909  -5.4562
C  -0.3870  -0.4326  -3.5975
C  -1.4812  -1.1042  -2.7453
N  -1.3226  -0.7505  -1.3443
C  -2.5795  -0.7492  -0.6256
C  -0.3448  -1.5910  -0.6673
C  0.0749  -0.9724  0.6378
C  -0.0766  -1.6524  1.8403
C  0.3025  -1.0807  3.0438
C  0.8396  0.1954  3.0336
C  0.9951  0.8880  1.8217
C  0.6160  0.3118  0.6308
C  1.6001  2.2395  2.0713
C  1.7717  2.2505  3.5629
C  2.2839  3.2405  4.3743
C  2.3396  3.0196  5.7439
C  1.8893  1.8268  6.2895
C  1.3751  0.8265  5.4812
C  1.3180  1.0416  4.1135
H  -1.7925  0.9557  -5.2800
H  -2.5716  -0.6372  -5.4348
H  -1.5092  -0.0337  -6.7191
H  -1.0869  -2.6663  -5.2265
H  -0.0965  -1.9972  -6.5360
H  0.6513  -2.3749  -4.9786
H  0.5969  -0.7906  -3.2834
H  -0.4256  0.6427  -3.4035
H  -2.4527  -0.7327  -3.0782
H  -1.4663  -2.1970  -2.8943
H  -3.2582  -0.0336  -1.0874
H  -3.0645  -1.7390  -0.6103
H  -2.3957  -0.4393  0.4022
H  0.5333  -1.6762  -1.3131
H  -0.7389  -2.6097  -0.4951
H  -0.4998  -2.6474  1.8346
H  0.1772  -1.6217  3.9700
H  0.7200  0.8352  -0.3077
H  2.5553  2.3560  1.5533
H  0.9444  3.0454  1.7327
H  2.6362  4.1725  3.9557
H  2.7380  3.7861  6.3926
H  1.9410  1.6777  7.3584
H  1.0256  -0.1013  5.9094

Calculated values
HOMO energy = -8.0 eV
Total energy = -23072.619 eV
ΔE to the lowest compared entry with this formula, charge and spin = 4.23 kcal per mole
HOMO-LUMO gap = 0.327 Ha
E_LUMO = 0.85 eV